Here is a molecular structure, C39H29Cl2N7O2PTc from the Open Molecules 2025 dataset. Energies are from the ωB97M-V functional and the def2-TZVPD basis.

Values from the calculation:
energy relative to the best compared isomer or geometry (same formula, charge and spin) = 37.31 kcal per mole
<S²> = 3.772
Kohn-Sham gap (spin up / spin down) = 5.896 / 5.923 eV
HOMO energy (spin up / spin down) = -0.33374 / -0.34424 Eh

```
! wB97M-V def2-TZVPD RIJCOSX def2/J DEFGRID3
* xyz 1 4
Tc -1.100 1.002 0.122
Cl -7.722 2.755 -0.499
C -6.162 2.206 -1.056
C -5.395 1.402 -0.180
C -4.019 1.313 -0.412
N -3.094 0.739 0.461
C -3.487 0.104 1.712
O -4.616 -0.191 2.063
C -2.312 -0.186 2.543
C -2.561 -0.815 3.753
C -1.581 -0.734 4.750
C -0.348 -0.184 4.374
C -0.179 0.501 3.163
N -1.111 0.423 2.187
C -3.384 1.845 -1.613
C -4.285 2.228 -2.633
C -5.606 2.470 -2.325
Cl -6.576 3.391 -3.393
N -1.978 1.817 -1.604
C -1.294 2.504 -2.621
O -1.864 3.215 -3.436
C 0.167 2.226 -2.697
C 0.758 2.150 -3.933
C 2.151 2.153 -4.060
C 2.943 2.290 -2.933
C 2.251 2.388 -1.702
N 0.948 2.313 -1.566
H -5.875 0.922 0.653
H -3.509 -1.374 3.834
H -1.789 -1.033 5.817
H 0.536 -0.218 5.016
H 0.798 0.900 2.848
H -3.897 2.401 -3.647
H 0.156 2.130 -4.841
H 2.686 1.918 -5.000
H 4.025 2.251 -2.936
H 2.752 2.650 -0.765
N -0.269 5.033 1.635
C -1.281 4.688 2.567
C -1.716 3.460 2.227
N -1.030 3.029 1.060
C -0.150 3.975 0.804
H 0.082 5.967 1.487
H -1.619 5.269 3.389
H -2.618 2.942 2.558
H 0.585 3.972 -0.026
N 0.099 -0.234 -0.259
P 1.117 -1.520 -0.138
C 1.582 -2.178 -1.768
C 2.652 -1.479 -2.346
C 3.303 -2.038 -3.453
C 2.755 -3.177 -4.048
C 1.663 -3.777 -3.485
C 1.026 -3.321 -2.305
C 0.382 -2.813 0.868
C 1.055 -3.291 2.010
C 0.571 -4.439 2.588
C -0.486 -5.169 1.989
C -1.070 -4.746 0.800
C -0.704 -3.494 0.285
C 2.769 -1.154 0.538
C 3.613 -2.276 0.685
C 4.931 -2.015 1.063
C 5.396 -0.741 1.438
C 4.469 0.305 1.456
C 3.157 0.117 0.949
H 2.941 -0.531 -1.878
H 4.237 -1.613 -3.819
H 3.191 -3.599 -4.925
H 1.217 -4.699 -3.953
H 0.243 -3.874 -1.764
H 1.859 -2.705 2.486
H 1.036 -4.870 3.531
H -0.772 -6.103 2.485
H -1.912 -5.306 0.345
H -1.253 -3.018 -0.565
H 3.267 -3.276 0.378
H 5.600 -2.854 1.092
H 6.441 -0.560 1.723
H 4.750 1.272 1.909
H 2.465 0.971 0.943
*
```

Here are the Mulliken charges for atoms 1 to 5, given in e:
1 Tc 0.0544
2 Cl -0.1874
3 C -0.3449
4 C -0.7646
5 C 0.5787

Here is a molecular structure, C39H29LiN5O5PS2 from the Open Molecules 2025 dataset. Energies are from the ωB97M-V functional and the def2-TZVPD basis.

Values from the calculation:
energy relative to the best compared isomer or geometry (same formula, charge and spin) = 3.72 kcal per mole
Kohn-Sham gap = 5.178 eV
HOMO energy = -0.06393 Eh

```
! wB97M-V def2-TZVPD RIJCOSX def2/J DEFGRID3
* xyz -2 1
Li -0.208 -0.123 -0.511
C -2.420 3.512 5.567
C -3.167 2.442 5.083
C -2.860 1.876 3.856
C -1.797 2.353 3.083
C -1.057 3.418 3.588
C -1.364 4.000 4.815
P -1.330 1.679 1.418
C -1.609 -0.189 1.737
C -1.115 -0.614 3.133
C -1.993 -1.564 3.871
C -3.172 -1.961 3.400
C -3.677 -1.482 2.104
C -2.973 -0.655 1.333
C -2.761 2.318 0.448
C -3.748 3.124 0.946
C -4.717 3.689 0.078
C -4.675 3.441 -1.262
C -3.664 2.606 -1.812
C -3.609 2.312 -3.196
C -2.635 1.474 -3.663
C -1.681 0.909 -2.778
C -1.652 1.152 -1.415
C -2.691 2.029 -0.959
H -2.657 3.953 6.529
H -3.989 2.045 5.668
H -3.448 1.040 3.492
H -0.219 3.790 3.009
H -0.768 4.826 5.186
H -0.791 0.186 3.802
H -1.624 -1.937 4.819
H -3.772 -2.664 3.965
H -4.643 -1.838 1.762
H -3.339 -0.343 0.363
H -3.802 3.349 2.004
H -5.495 4.322 0.492
H -5.422 3.870 -1.924
H -4.352 2.742 -3.862
H -2.602 1.225 -4.720
H -0.970 0.215 -3.221
O 2.890 -1.837 5.306
C 2.001 -0.864 4.955
O 1.168 -0.503 5.736
C 2.217 -0.311 3.592
C 3.309 0.391 3.147
N 3.070 0.656 1.845
N 1.883 0.163 1.418
C 1.356 -0.424 2.474
C 0.118 -1.306 2.480
O 0.431 -2.504 2.732
O -0.597 -0.987 1.067
H 3.301 -2.133 4.483
H 4.199 0.728 3.651
H 3.617 1.214 1.215
N 8.276 -4.926 -4.485
C 7.411 -4.231 -4.183
C 6.325 -3.340 -3.813
C 5.549 -3.611 -2.693
C 4.531 -2.748 -2.328
C 4.278 -1.612 -3.095
C 5.045 -1.353 -4.228
C 6.070 -2.214 -4.581
N 3.255 -0.724 -2.724
C 3.049 0.579 -3.178
C 1.928 1.016 -2.557
N 1.436 0.031 -1.730
C 2.227 -0.984 -1.852
H 5.741 -4.493 -2.098
H 3.945 -2.961 -1.447
H 4.832 -0.494 -4.845
H 6.665 -2.013 -5.461
H 3.714 1.059 -3.870
H 1.419 1.961 -2.645
H 2.079 -1.936 -1.368
C -1.142 -1.721 -5.458
O -1.027 -2.012 -4.080
C -0.896 -3.289 -3.598
S -0.922 -4.607 -4.688
S -0.758 -3.314 -1.922
H -0.350 -1.012 -5.714
H -2.111 -1.239 -5.619
H -1.066 -2.618 -6.070
*
```

Here are the Mulliken charges for atoms 1 to 5, given in e:
1 Li 1.0455
2 C -0.4950
3 C -0.9070
4 C 0.4219
5 C 0.4759

Here is a molecular structure, C39H30AgCl2NO2S from the Open Molecules 2025 dataset. Energies are from the ωB97M-V functional and the def2-TZVPD basis.

Values from the calculation:
Kohn-Sham gap = 5.590 eV
HOMO energy = -0.04038 Eh

```
! wB97M-V def2-TZVPD RIJCOSX def2/J DEFGRID3
* xyz -2 1
Ag -0.061 0.308 -0.152
O -1.859 -0.372 -1.099
C -2.126 -1.684 -1.318
C -2.038 -2.550 0.001
C -0.640 -2.867 0.433
C -0.078 -4.102 0.125
C 1.204 -4.390 0.564
C 1.880 -3.429 1.290
C 1.258 -2.214 1.569
C 1.968 -1.189 2.384
C 2.665 -0.040 1.537
O 1.773 0.690 0.840
C 3.700 -0.681 0.568
C 5.081 -0.629 0.752
C 5.955 -1.107 -0.219
C 5.465 -1.661 -1.390
C 4.091 -1.736 -1.580
C 3.225 -1.244 -0.618
C 3.404 0.871 2.549
C 3.469 2.230 2.239
C 4.118 3.124 3.076
C 4.711 2.681 4.254
C 4.646 1.335 4.577
C 4.002 0.439 3.729
N 0.015 -1.934 1.143
C -3.585 -1.684 -1.830
C -3.853 -1.434 -3.179
C -5.141 -1.193 -3.629
C -6.206 -1.192 -2.738
C -5.958 -1.448 -1.398
C -4.667 -1.689 -0.952
C -1.212 -2.361 -2.364
C -1.480 -3.648 -2.830
C -0.676 -4.243 -3.789
C 0.420 -3.560 -4.301
C 0.700 -2.282 -3.840
C -0.114 -1.689 -2.884
H -2.591 -3.481 -0.152
H -2.517 -1.956 0.780
H -0.649 -4.834 -0.430
H 1.657 -5.352 0.355
H 2.882 -3.616 1.655
H 2.723 -1.693 2.992
H 1.253 -0.672 3.026
H 5.489 -0.198 1.657
H 7.026 -1.033 -0.061
H 6.146 -2.012 -2.158
H 3.688 -2.172 -2.488
H 2.159 -1.258 -0.800
H 2.972 2.562 1.335
H 4.152 4.175 2.812
H 5.214 3.378 4.915
H 5.096 0.978 5.498
H 3.981 -0.608 4.010
H -3.030 -1.399 -3.879
H -5.310 -0.994 -4.681
H -7.211 -0.978 -3.084
H -6.782 -1.446 -0.692
H -4.505 -1.868 0.104
H -2.343 -4.181 -2.443
H -0.904 -5.244 -4.143
H 1.037 -4.015 -5.068
H 1.549 -1.734 -4.232
H 0.081 -0.677 -2.548
Cl -1.612 2.397 -2.518
C -0.849 3.953 -2.627
C -1.406 4.888 -3.474
C -0.846 6.152 -3.612
C 0.288 6.460 -2.876
C 0.839 5.514 -2.032
Cl 2.260 5.996 -1.148
C 0.321 4.201 -1.850
S 1.057 3.060 -0.804
H -2.293 4.625 -4.038
H -1.283 6.886 -4.277
H 0.752 7.436 -2.952
*
```

Here are the Mulliken charges for atoms 1 to 5, given in e:
1 Ag 0.4202
2 O -1.0098
3 C 2.7330
4 C -1.4402
5 C 0.2543

Here is a molecular structure, C39H30GeN2O3TeW from the Open Molecules 2025 dataset. Energies are from the ωB97M-V functional and the def2-TZVPD basis.

Values from the calculation:
energy relative to the best compared isomer or geometry (same formula, charge and spin) = 0.00 kcal per mole
<S²> = 2.025
Kohn-Sham gap (spin up / spin down) = 5.128 / 6.055 eV
HOMO energy (spin up / spin down) = -0.02673 / -0.06104 Eh

```
! wB97M-V def2-TZVPD RIJCOSX def2/J DEFGRID3
* xyz -2 3
W 0.489 0.709 0.104
O 1.939 -0.526 4.161
C 0.906 -1.264 4.607
C 1.027 -1.841 5.873
C 0.014 -2.628 6.389
C -1.144 -2.849 5.649
C -1.265 -2.275 4.395
C -0.260 -1.480 3.851
C -0.420 -0.895 2.490
O 0.599 -0.207 2.027
N -1.516 -1.093 1.851
N -1.581 -0.502 0.592
C -0.842 -1.170 -0.361
C -1.256 -0.940 -1.771
C -1.771 -1.947 -2.574
C -2.214 -1.687 -3.868
C -2.158 -0.383 -4.349
C -1.624 0.636 -3.573
C -1.123 0.365 -2.294
O -0.496 1.294 -1.598
H 1.689 -0.244 3.237
H 1.939 -1.657 6.428
H 0.128 -3.071 7.372
H -1.941 -3.464 6.047
H -2.149 -2.429 3.791
H -0.470 -2.160 -0.093
H -1.836 -2.953 -2.170
H -2.608 -2.487 -4.484
H -2.516 -0.161 -5.349
H -1.542 1.651 -3.945
C 2.205 0.491 -0.377
Ge 2.956 -1.155 -0.907
C 4.933 -1.202 -0.656
C 5.636 -2.400 -0.523
C 7.019 -2.416 -0.387
C 7.726 -1.221 -0.378
C 7.041 -0.019 -0.495
C 5.658 -0.014 -0.630
C 2.308 -2.742 0.065
C 1.628 -3.784 -0.560
C 1.104 -4.841 0.179
C 1.254 -4.867 1.557
C 1.939 -3.839 2.195
C 2.462 -2.791 1.452
C 2.659 -1.503 -2.822
C 1.830 -0.645 -3.544
C 1.557 -0.882 -4.885
C 2.120 -1.976 -5.528
C 2.961 -2.831 -4.826
C 3.225 -2.592 -3.483
H 5.091 -3.339 -0.506
H 7.544 -3.359 -0.282
H 8.805 -1.226 -0.268
H 7.584 0.919 -0.474
H 5.118 0.925 -0.703
H 1.478 -3.760 -1.634
H 0.561 -5.633 -0.325
H 0.826 -5.677 2.137
H 2.041 -3.839 3.274
H 2.972 -1.983 1.967
H 1.394 0.211 -3.039
H 0.882 -0.221 -5.416
H 1.900 -2.168 -6.572
H 3.407 -3.686 -5.323
H 3.881 -3.270 -2.945
Te -0.129 3.135 1.368
C -1.812 3.689 0.195
C -2.775 2.752 -0.186
C -3.873 3.138 -0.941
C -4.044 4.465 -1.319
C -3.097 5.405 -0.937
C -1.990 5.016 -0.190
H -2.653 1.713 0.096
H -4.596 2.389 -1.241
H -4.902 4.761 -1.913
H -3.211 6.444 -1.229
H -1.246 5.753 0.086
*
```

Here are the Mulliken charges for atoms 1 to 5, given in e:
1 W 1.4636
2 O -0.7894
3 C 0.3474
4 C -0.6399
5 C -0.2838

Here is a molecular structure, C39H30I2NO3PRuSSbSe4Te from the Open Molecules 2025 dataset. Energies are from the ωB97M-V functional and the def2-TZVPD basis.

Values from the calculation:
<S²> = 8.807
Kohn-Sham gap (spin up / spin down) = 2.790 / 4.883 eV
HOMO energy (spin up / spin down) = 0.00350 / -0.07343 Eh

```
! wB97M-V def2-TZVPD RIJCOSX def2/J DEFGRID3
* xyz -2 6
Ru -2.380 -0.141 -0.865
I -0.007 1.069 -2.647
C 1.700 2.223 -2.915
C 1.577 3.297 -3.790
C 2.707 4.046 -4.082
C 3.940 3.667 -3.576
C 4.075 2.573 -2.694
C 5.333 2.133 -2.230
C 5.431 1.090 -1.308
C 4.295 0.531 -0.768
C 3.005 0.912 -1.206
P 1.590 0.554 -0.127
C 2.499 0.884 1.457
C 2.960 -0.056 2.379
C 3.626 0.352 3.527
C 3.835 1.699 3.781
C 3.390 2.645 2.865
C 2.741 2.237 1.714
C 1.574 -1.285 -0.147
C 0.886 -2.004 0.833
C 0.782 -3.385 0.760
C 1.356 -4.071 -0.300
C 2.032 -3.369 -1.286
C 2.136 -1.987 -1.214
C 2.890 1.884 -2.250
H 0.620 3.537 -4.237
H 2.617 4.910 -4.730
H 4.830 4.224 -3.849
H 6.223 2.617 -2.617
H 6.407 0.744 -0.981
H 4.387 -0.225 0.003
H 2.802 -1.111 2.196
H 3.984 -0.394 4.227
H 4.348 2.011 4.682
H 3.555 3.700 3.044
H 2.420 2.979 0.988
H 0.426 -1.487 1.665
H 0.235 -3.920 1.527
H 1.259 -5.148 -0.364
H 2.463 -3.894 -2.129
H 2.658 -1.445 -1.993
O -4.439 -1.529 0.078
C -4.485 -2.897 -0.330
C -3.255 -3.298 -1.102
C -3.343 -4.423 -1.916
C -2.400 -4.616 -2.905
C -1.322 -3.744 -2.961
C -1.236 -2.746 -2.020
N -2.194 -2.500 -1.108
H -5.301 -1.139 -0.076
H -5.333 -3.079 -0.999
H -4.593 -3.521 0.566
H -4.235 -5.030 -1.894
H -2.577 -5.343 -3.685
H -0.627 -3.782 -3.786
H -0.402 -2.057 -2.019
Se -5.831 -3.196 -4.106
Sb -4.389 -1.190 -4.231
Se -3.410 0.148 -2.678
Se -6.096 0.020 -5.401
Se -3.185 -2.481 -5.901
Te -2.978 2.066 -1.365
C -1.594 3.201 -0.349
C -0.933 3.114 0.849
C -1.489 3.923 1.872
C -2.615 4.588 1.472
S -2.973 4.231 -0.146
H -0.028 2.543 0.984
H -1.087 3.990 2.876
H -3.276 5.227 2.039
I -1.251 -0.923 7.690
C -1.552 -0.405 5.661
C -2.848 -0.301 5.175
C -3.042 0.078 3.859
C -1.950 0.326 3.029
C -0.660 0.223 3.540
C -0.454 -0.137 4.860
C -2.206 0.651 1.600
O -3.312 1.160 1.338
O -1.318 0.361 0.724
H -3.694 -0.525 5.810
H -4.039 0.171 3.452
H 0.192 0.453 2.915
H 0.552 -0.211 5.249
*
```

Here are the natural (NBO) charges for atoms 1 to 5, given in e:
1 Ru 0.4241
2 I 0.2040
3 C -0.2303
4 C -0.2959
5 C -0.2298

Here is a molecular structure, C39H31As2N6O2SV from the Open Molecules 2025 dataset. Energies are from the ωB97M-V functional and the def2-TZVPD basis.

Values from the calculation:
energy relative to the best compared isomer or geometry (same formula, charge and spin) = 0.93 kcal per mole
<S²> = 0.764
Kohn-Sham gap (spin up / spin down) = 6.941 / 7.331 eV
HOMO energy (spin up / spin down) = -0.39934 / -0.40545 Eh

```
! wB97M-V def2-TZVPD RIJCOSX def2/J DEFGRID3
* xyz 1 2
V -0.333 0.236 0.043
C -0.436 3.906 -0.233
C -1.615 3.568 0.672
As -2.180 1.681 0.583
C -3.562 1.610 -0.750
C -3.425 2.311 -1.945
C -4.393 2.188 -2.927
C -5.488 1.360 -2.721
C -5.616 0.650 -1.536
C -4.653 0.770 -0.547
C -3.149 1.542 2.242
C -4.222 2.391 2.504
C -4.845 2.332 3.739
C -4.402 1.437 4.706
C -3.344 0.583 4.439
C -2.721 0.635 3.201
As 0.898 2.442 -0.409
C 2.180 2.819 0.992
C 3.537 2.996 0.743
C 4.428 3.090 1.802
C 3.975 2.995 3.110
C 2.622 2.815 3.365
C 1.731 2.720 2.308
C 1.729 3.121 -2.030
C 1.658 2.399 -3.216
C 2.158 2.936 -4.394
C 2.725 4.202 -4.389
C 2.791 4.930 -3.208
C 2.292 4.395 -2.031
H 0.071 4.805 0.119
H -0.768 4.100 -1.253
H -2.483 4.184 0.434
H -1.366 3.737 1.720
H -2.564 2.949 -2.106
H -4.293 2.733 -3.857
H -6.243 1.262 -3.490
H -6.465 -0.002 -1.381
H -4.741 0.216 0.379
H -4.567 3.079 1.742
H -5.684 2.981 3.951
H -4.893 1.400 5.669
H -3.009 -0.122 5.188
H -1.914 -0.032 2.940
H 3.896 3.055 -0.277
H 5.483 3.238 1.605
H 4.673 3.064 3.933
H 2.266 2.742 4.384
H 0.676 2.560 2.511
H 1.203 1.415 -3.229
H 2.103 2.368 -5.313
H 3.108 4.625 -5.307
H 3.230 5.919 -3.205
H 2.350 4.964 -1.111
O 0.400 -0.078 1.467
C 1.139 -0.789 2.348
C 0.591 -1.271 3.530
C 1.363 -2.009 4.409
C 2.695 -2.265 4.120
C 3.239 -1.796 2.939
C 2.478 -1.057 2.037
C 3.024 -0.609 0.760
N 2.331 -0.234 -0.302
C 3.247 0.028 -1.288
C 4.508 -0.176 -0.818
N 4.352 -0.576 0.480
H -0.446 -1.083 3.760
H 0.913 -2.396 5.313
H 3.300 -2.845 4.803
H 4.267 -2.037 2.701
H 2.950 0.328 -2.278
H 5.472 -0.079 -1.286
H 5.096 -0.794 1.119
S -3.664 -2.843 -0.448
C -2.487 -1.877 -0.035
N -1.599 -1.150 0.283
O -0.749 0.334 -1.605
N -1.071 0.048 -2.843
C -0.707 -1.109 -3.290
C -0.025 -2.044 -2.438
N 0.486 -2.678 -1.628
C -1.017 -1.410 -4.650
N -1.242 -1.646 -5.750
*
```

Here are the Mulliken charges for atoms 1 to 5, given in e:
1 V 0.7476
2 C -1.1493
3 C -1.3683
4 As 1.9991
5 C 0.3435